Formula: C2H4AgLiO
Source: OMol25
Level of theory: ωB97M-V with the def2-TZVPD basis set

For the energy relative to the best compared isomer or geometry (same formula, charge and spin), the calculation gives 70.3 kJ/mol. For the HOMO-LUMO gap, the calculation gives 4.23 eV. The calculation puts the molecular weight at 158.86 g mol⁻¹. The strongest force on any atom comes out at 3.1 eV/Å. The HOMO energy comes out at -4.78 eV.

Each line ends with the Löwdin charge.
Cartesian coordinates (Å):
1 O 1.2671 0.0057 0.1437  -0.314
2 Li 2.9686 -0.9289 0.0546  0.369
3 C 0.2439 0.5159 0.6434  -0.262
4 C -1.0904 0.1891 0.0779  -0.109
5 H 0.2918 1.2009 1.4885  0.119
6 H -0.9212 -0.3836 -0.9295  -0.015
7 H -1.7268 -0.2505 0.8432  0.086
8 H -1.6888 0.9877 -0.3513  0.079
9 Ag 0.6559 -1.3364 -1.9706  0.046

---

Formula: C5H5N
Source: OMol25
Level of theory: ωB97M-V with the def2-TZVPD basis set

For the energy relative to the best compared isomer or geometry (same formula, charge and spin), the calculation gives 785.4 kJ/mol. For the HOMO-LUMO gap (alpha / beta), the calculation gives 7.96 / 7.97 eV. The calculation puts the molecular weight at 79.10 g mol⁻¹. The strongest force on any atom comes out at 3.3 eV/Å. The HOMO energy (alpha / beta) comes out at -8.67 / -8.67 eV.

Each line ends with the Löwdin charge.
Cartesian coordinates (Å):
1 C 0.1600 0.0183 0.0220  -0.237
2 C -0.6642 1.0465 0.7320  -0.251
3 C 1.6226 -0.5790 -0.0658  -0.012
4 C -2.1185 0.9127 0.8870  0.116
5 C 1.1526 -1.3633 -1.0427  -0.075
6 N -0.2155 -0.7570 -0.9725  0.068
7 H -0.2873 1.7179 1.4977  0.105
8 H -1.1437 1.5221 -0.0851  0.089
9 H 2.4782 -0.4319 0.6129  0.083
10 H -2.3338 0.0423 0.1788  0.023
11 H 1.3496 -2.1287 -1.7644  0.090

---

Formula: C26H29MnN10
Source: OMol25
Level of theory: ωB97M-V with the def2-TZVPD basis set

For the energy relative to the best compared isomer or geometry (same formula, charge and spin), the calculation gives 0.0 kJ/mol. For the HOMO-LUMO gap (alpha / beta), the calculation gives 5.69 / 5.70 eV. Its expectation value of S² is 8.7708. The calculation puts the molecular weight at 536.53 g mol⁻¹. As for the net charge: +1. The strongest force on any atom comes out at 1.8 eV/Å. The HOMO energy (alpha / beta) comes out at -9.58 / -9.81 eV. As for the spin multiplicity: 6.

Each line ends with the Löwdin charge.
Cartesian coordinates (Å):
1 Mn -0.1115 -1.0089 0.0817  0.855
2 C 1.2987 2.5905 4.0220  -0.085
3 C 2.1259 2.7952 2.9230  -0.073
4 C 2.2439 1.8292 1.9393  -0.067
5 C 1.5426 0.6223 2.0420  -0.322
6 C 0.7366 0.4130 3.1575  -0.043
7 C 0.6056 1.3961 4.1308  -0.079
8 N 1.5388 -0.3180 0.9862  -0.034
9 C 2.7158 -0.6408 0.3589  -0.229
10 C 4.0129 -0.4296 0.8696  -0.017
11 C 5.1137 -0.7448 0.1083  -0.049
12 C 4.9994 -1.3019 -1.1778  -0.075
13 C 3.7541 -1.5553 -1.6927  -0.010
14 C 2.6255 -1.2470 -0.9196  -0.207
15 N 1.3351 -1.5991 -1.2654  -0.037
16 N 1.0439 -2.0218 -2.4327  0.111
17 C -0.2993 -2.3842 -2.4998  -0.304
18 C -0.7483 -3.1119 -3.6067  0.013
19 C -2.0693 -3.4801 -3.6590  -0.032
20 C -2.9274 -3.1262 -2.6114  -0.037
21 C -2.4083 -2.4110 -1.5593  -0.130
22 N -1.1247 -2.0202 -1.4998  0.023
23 H 1.2070 3.3518 4.7834  0.104
24 H 2.6769 3.7202 2.8232  0.109
25 H 2.8669 2.0172 1.0744  0.118
26 H 0.2138 -0.5277 3.2691  0.086
27 H -0.0338 1.2174 4.9847  0.104
28 H 4.1365 0.0020 1.8512  0.115
29 H 6.0986 -0.5650 0.5162  0.113
30 H 5.8853 -1.5508 -1.7427  0.107
31 H 3.6216 -2.0194 -2.6584  0.111
32 H -0.0435 -3.3674 -4.3834  0.122
33 H -2.4397 -4.0429 -4.5043  0.120
34 H -3.9729 -3.3909 -2.6240  0.113
35 H -3.0314 -2.1178 -0.7229  0.104
36 C -0.0159 1.4613 -1.6045  -0.169
37 N -0.9856 0.9997 -0.5627  -0.137
38 C -2.3342 0.9793 -1.1915  -0.182
39 N -2.7151 2.2729 -1.7224  -0.080
40 C -1.7140 2.6733 -2.7175  -0.155
41 N -0.3714 2.7599 -2.1396  -0.076
42 C -0.4019 3.7238 -1.0351  -0.150
43 N -1.3764 3.3439 -0.0105  -0.076
44 C -1.0089 2.0434 0.5092  -0.157
45 C -2.6944 3.2524 -0.6323  -0.161
46 H -0.0006 0.7247 -2.4136  0.122
47 H 0.9755 1.5044 -1.1447  0.126
48 H -3.0606 0.6666 -0.4354  0.126
49 H -2.3250 0.2502 -2.0037  0.112
50 H -1.9894 3.6467 -3.1248  0.132
51 H -1.7062 1.9428 -3.5292  0.131
52 H -0.6618 4.7063 -1.4302  0.132
53 H 0.5893 3.7774 -0.5819  0.131
54 H -1.7270 1.7309 1.2728  0.134
55 H -0.0186 2.0935 0.9621  0.101
56 H -2.9726 4.2290 -1.0302  0.132
57 H -3.4283 2.9617 0.1221  0.129
58 N -2.2894 -3.1177 3.1507  0.085
59 C -1.0431 -3.6901 3.2125  -0.057
60 C -0.2986 -3.0537 2.2736  -0.121
61 N -1.0778 -2.1043 1.6377  -0.039
62 C -2.2674 -2.1748 2.1954  -0.168
63 H -3.0837 -3.3509 3.7238  0.166
64 H -0.8075 -4.4734 3.9070  0.124
65 H 0.7401 -3.1901 2.0260  0.115
66 H -3.1183 -1.5610 1.9554  0.134

---

Formula: C2H3OP
Source: OMol25
Level of theory: ωB97M-V with the def2-TZVPD basis set

For the energy relative to the best compared isomer or geometry (same formula, charge and spin), the calculation gives 287.9 kJ/mol. For the HOMO-LUMO gap (alpha / beta), the calculation gives 7.73 / 5.38 eV. The calculation puts the molecular weight at 74.02 g mol⁻¹. The strongest force on any atom comes out at 3.7 eV/Å. The HOMO energy (alpha / beta) comes out at -8.10 / -6.84 eV.

Each line ends with the Löwdin charge.
Cartesian coordinates (Å):
1 C -1.2371 -0.1119 0.1333  -0.227
2 C 0.0625 -0.5547 -0.0508  -0.477
3 O -1.9751 0.5579 0.7440  0.138
4 P 1.4547 0.9292 0.5015  0.617
5 H 0.1932 -1.4230 0.5323  0.055
6 H 0.1279 -1.0524 -1.0516  0.091
7 H 1.3739 1.6550 -0.8087  -0.197

---

Formula: C19H39F2N2O4P
Source: OMol25
Level of theory: ωB97M-V with the def2-TZVPD basis set

For the HOMO-LUMO gap, the calculation gives 6.64 eV. The calculation puts the molecular weight at 428.50 g mol⁻¹. The strongest force on any atom comes out at 5.6 eV/Å. The HOMO energy comes out at -7.81 eV.

Each line ends with the Löwdin charge.
Cartesian coordinates (Å):
1 C -6.3895 -2.3979 2.2584  -0.169
2 C -6.6423 -1.9256 0.6774  -0.251
3 C -5.1114 -1.7879 0.0212  -0.239
4 C -5.0759 -2.1349 -1.5891  -0.227
5 C -3.6331 -1.6406 -2.2756  -0.222
6 C -2.3818 -2.6431 -1.9225  -0.189
7 C -0.9053 -1.8616 -1.8639  -0.155
8 C -0.1602 -2.0074 -0.4063  -0.146
9 N 0.3213 -0.7062 0.1962  -0.044
10 C -0.8390 0.2712 0.4536  -0.081
11 F -2.2156 -0.2667 0.5481  -0.020
12 C -0.5253 1.5067 -0.5937  -0.193
13 O -1.6892 1.7733 -1.4554  -0.079
14 C 0.9320 1.1441 -1.2817  -0.194
15 O 1.7962 2.2734 -1.6702  -0.111
16 N 1.2622 2.7088 -2.8556  -0.011
17 O 2.1798 3.0014 -3.6381  0.052
18 C 1.5861 -0.0483 -0.3093  -0.409
19 C 2.6430 0.6361 0.7423  -0.169
20 C 1.9508 1.5214 1.9410  -0.197
21 C 3.1478 2.4503 2.6378  -0.167
22 C 3.3987 3.7789 1.6679  -0.212
23 O 4.8294 4.1757 1.6802  -0.248
24 C 5.1447 4.9265 2.9056  -0.139
25 P 2.7902 -1.0854 -1.4259  0.924
26 C 4.2419 -0.0199 -2.0674  -0.325
27 C 3.6107 -2.5000 -0.4103  -0.357
28 H -5.5251 -1.6815 2.6528  0.079
29 H -5.9858 -3.5101 2.2987  0.080
30 H -7.3532 -2.2770 2.9220  0.071
31 H -7.1523 -0.8590 0.7169  0.109
32 H -7.2917 -2.7421 0.1394  0.105
33 H -4.4084 -2.5294 0.6129  0.105
34 H -4.7730 -0.6522 0.1200  0.113
35 H -5.1882 -3.3107 -1.7595  0.119
36 H -5.9897 -1.6055 -2.1438  0.117
37 H -3.8707 -1.5508 -3.4346  0.113
38 H -3.4350 -0.5531 -1.8371  0.097
39 H -2.6437 -3.1600 -0.8883  0.106
40 H -2.3489 -3.4530 -2.7896  0.117
41 H -0.2904 -2.2937 -2.7704  0.114
42 H -1.1546 -0.7335 -2.1548  0.096
43 H -0.9649 -2.4895 0.3324  0.151
44 H 0.6908 -2.8394 -0.4968  0.129
45 H 0.6188 -1.0189 1.1650  0.171
46 H -0.7363 0.8343 1.5006  0.179
47 H -0.3525 2.5698 -0.0951  0.164
48 H -1.4066 2.0131 -2.3906  0.119
49 H 0.6342 0.6049 -2.3011  0.147
50 H 3.3137 -0.1859 1.2887  0.130
51 H 3.4338 1.3603 0.2175  0.120
52 H 1.1894 2.3036 1.4665  0.104
53 H 1.4396 0.8631 2.7906  0.127
54 H 4.1281 1.8378 2.8481  0.129
55 H 2.7260 2.8626 3.6699  0.117
56 H 3.0412 3.4752 0.5728  0.117
57 H 2.6707 4.6694 1.9858  0.134
58 H 5.5193 4.2455 3.8021  0.102
59 H 4.2087 5.5190 3.3414  0.100
60 H 5.9751 5.7405 2.7114  0.102
61 H 4.8984 0.3312 -1.1346  0.054
62 H 4.9773 -0.5914 -2.7835  0.064
63 H 3.8785 0.9871 -2.5866  0.041
64 H 2.8133 -3.3506 -0.2287  0.036
65 H 4.5450 -2.9887 -0.9398  0.049
66 H 3.9784 -2.1653 0.6609  0.047
67 F 1.9249 -2.8184 0.9539  -0.598

---

Formula: C3H3O2Pb
Source: OMol25
Level of theory: ωB97M-V with the def2-TZVPD basis set

For the energy relative to the best compared isomer or geometry (same formula, charge and spin), the calculation gives 171.9 kJ/mol. For the HOMO-LUMO gap (alpha / beta), the calculation gives 5.28 / 5.28 eV. The calculation puts the molecular weight at 278.25 g mol⁻¹. As for the net charge: -1. The strongest force on any atom comes out at 3.2 eV/Å. The HOMO energy (alpha / beta) comes out at -1.71 / -1.79 eV.

Each line ends with the Löwdin charge.
Cartesian coordinates (Å):
1 O -0.9827 0.1747 1.8968  -0.041
2 Pb 3.4667 -0.2435 0.9628  0.336
3 O 1.7082 0.3741 -0.2885  -0.537
4 C 0.8266 -0.2498 0.3863  -0.406
5 C -0.3903 0.3271 0.8428  -0.447
6 C -0.9712 -0.0472 -0.7031  -0.073
7 H -0.8189 -1.0290 -1.1768  0.055
8 H -0.7843 0.7711 -1.4121  0.059
9 H -2.0541 -0.0775 -0.5081  0.054

---

> Which value of strongest force on any atom does entry 5 give?

5.6 eV/Å

---

> What is the strongest force on any atom in the sixth record?

3.2 eV/Å

---

> What is the strongest force on any atom in the fourth record?

3.7 eV/Å

---

> Among the records above, which one has the lowest molecular weight?

C2H3OP